Density functional theory data (ωB97M-V/def2-TZVPD) for C3H2N2O2 in the gas phase.

Last column: Mulliken charge in e.
CARTESIAN COORDINATES (ANGSTROEM)
C1 -0.015 -1.206 -0.167  -0.782
C2 0.874 -0.107 0.303  0.041
C3 -1.252 -0.823 -0.397  0.734
N1 0.336 1.040 0.197  0.691
N2 -0.748 1.741 0.187  -0.664
O1 -2.367 -0.690 -0.522  -0.271
O2 0.618 2.330 0.543  -0.378
H1 0.559 -2.074 -0.491  0.310
H2 1.995 -0.210 0.347  0.320

Values from the calculation:
- HOMO-LUMO gap (spin up / spin down) (eV) = 8.5193 / 8.5187
- E_HOMO (spin up / spin down) (eV) = -8.3 / -8.3
- LUMO level (spin up / spin down) (eV) = 0.2 / 0.2
- E_tot (eV) = -10210.78874
- 2S+1 = 1

***

Density functional theory data (ωB97M-V/def2-TZVPD) for C3H2N2O2 in the gas phase.

Last column: Mulliken charge in e.
CARTESIAN COORDINATES (ANGSTROEM)
N1 -1.291 -0.107 0.119  0.152
C1 -0.103 0.422 -0.082  -0.312
O1 0.725 -0.640 -0.072  -0.188
C2 2.061 -0.388 -0.332  0.197
O2 2.554 0.646 -0.612  -0.360
C3 -2.774 1.725 0.512  -0.195
N2 -2.219 0.750 0.391  0.076
H1 -1.536 -1.065 0.307  0.287
H2 2.582 -1.344 -0.231  0.342

Values from the calculation:
- HOMO-LUMO gap (eV) = 10.4856
- E_HOMO (eV) = -10.2
- LUMO level (eV) = 0.2
- E_tot (eV) = -10213.72050
- 2S+1 = 1

***

Density functional theory data (ωB97M-V/def2-TZVPD) for C3H2N2O2 in the gas phase.

Last column: Mulliken charge in e.
CARTESIAN COORDINATES (ANGSTROEM)
N1 2.206 0.977 0.623  -0.477
C1 1.083 0.483 0.554  0.581
O1 -0.138 -0.253 -1.104  -0.389
C2 -1.311 -0.478 -0.445  0.383
O2 -1.424 -1.503 -1.236  -0.360
C3 0.064 -0.120 1.262  0.034
N2 -1.002 -0.680 1.075  -0.411
H1 2.606 1.273 -0.266  0.316
H2 -2.083 0.303 -0.464  0.324

Values from the calculation:
- HOMO-LUMO gap (spin up / spin down) (eV) = 7.8992 / 7.1396
- E_HOMO (spin up / spin down) (eV) = -9.4 / -9.5
- LUMO level (spin up / spin down) (eV) = -1.5 / -2.3
- E_tot (eV) = -10211.06199
- 2S+1 = 1

***

Density functional theory data (ωB97M-V/def2-TZVPD) for C3H2N2O2 in the gas phase.

Last column: Mulliken charge in e.
CARTESIAN COORDINATES (ANGSTROEM)
O1 0.076 1.876 -1.916  -0.390
C1 0.595 0.976 -1.312  -0.087
C2 0.126 0.607 0.100  0.657
O2 -0.371 1.395 0.857  -0.457
N1 0.399 -0.768 0.380  -0.291
C3 -0.688 -1.459 0.964  0.233
N2 -0.001 -1.081 1.916  -0.314
H1 1.409 0.360 -1.732  0.342
H2 -1.581 -1.987 0.657  0.307

Values from the calculation:
- HOMO-LUMO gap (eV) = 9.3403
- SMILES = O=CC(=O)N1C=N1
- E_HOMO (eV) = -10.1
- LUMO level (eV) = -0.8
- E_tot (eV) = -10214.39795
- 2S+1 = 1

***

Density functional theory data (ωB97M-V/def2-TZVPD) for C3H2N2O2 in the gas phase.

Last column: Mulliken charge in e.
CARTESIAN COORDINATES (ANGSTROEM)
O1 -3.051 0.233 -0.776  -0.352
C1 -1.896 0.123 -0.642  0.627
C2 -0.590 -0.144 -0.635  0.031
N1 0.423 0.821 -0.800  -0.438
C3 1.302 0.457 0.048  0.006
N2 1.020 -0.738 0.765  -0.228
O2 -0.112 -1.252 0.065  -0.277
H1 2.214 1.001 0.268  0.364
H2 0.690 -0.500 1.708  0.267

Values from the calculation:
- HOMO-LUMO gap (eV) = 8.5605
- SMILES = O=C=C1N=CNO1
- E_HOMO (eV) = -8.4
- LUMO level (eV) = 0.2
- E_tot (eV) = -10214.55176
- 2S+1 = 1

***

Density functional theory data (ωB97M-V/def2-TZVPD) for C3H2N2O2 in the gas phase.

Last column: Mulliken charge in e.
CARTESIAN COORDINATES (ANGSTROEM)
O1 1.331 1.754 -1.477  -0.401
C1 1.176 1.323 -0.364  -0.069
C2 0.162 0.263 -0.058  0.661
N1 0.301 -0.738 0.753  -0.505
C3 -0.887 -1.397 0.566  -0.056
N2 -1.703 -0.827 -0.274  -0.270
O2 -1.002 0.280 -0.703  -0.074
H1 1.770 1.665 0.499  0.322
H2 -1.148 -2.323 1.060  0.392

Values from the calculation:
- HOMO-LUMO gap (eV) = 10.6032
- SMILES = O=Cc1ncno1
- E_HOMO (eV) = -11.2
- LUMO level (eV) = -0.5
- E_tot (eV) = -10216.57759
- 2S+1 = 1

***

Q: 2S+1 of number 5 (C3H2N2O2)?
A: 1

***

Q: Which formula does entry 6 have?
A: C3H2N2O2

***

Repeat the first record exactly.
Density functional theory data (ωB97M-V/def2-TZVPD) for C3H2N2O2 in the gas phase.

Last column: Mulliken charge in e.
CARTESIAN COORDINATES (ANGSTROEM)
C1 -0.015 -1.206 -0.167  -0.782
C2 0.874 -0.107 0.303  0.041
C3 -1.252 -0.823 -0.397  0.734
N1 0.336 1.040 0.197  0.691
N2 -0.748 1.741 0.187  -0.664
O1 -2.367 -0.690 -0.522  -0.271
O2 0.618 2.330 0.543  -0.378
H1 0.559 -2.074 -0.491  0.310
H2 1.995 -0.210 0.347  0.320

Values from the calculation:
- HOMO-LUMO gap (spin up / spin down) (eV) = 8.5193 / 8.5187
- E_HOMO (spin up / spin down) (eV) = -8.3 / -8.3
- LUMO level (spin up / spin down) (eV) = 0.2 / 0.2
- E_tot (eV) = -10210.78874
- 2S+1 = 1